DFT (ωB97M-V/def2-TZVPD) results for a molecular structure, C3H7N3O at a distorted geometry.

Geometry as ORCA input:
```
! RIJCOSX wB97M-V def2-TZVPD def2/J DEFGRID3
* xyz 0 1
C -0.759 1.163 -1.667
C -0.778 0.113 -0.613
N -1.551 -0.793 -0.223
H 0.181 1.126 -2.225
H -1.609 1.013 -2.332
H -0.827 2.157 -1.216
N 1.646 0.462 0.315
C -0.270 -0.803 1.240
O 0.541 -1.833 1.638
N 0.281 0.110 0.384
H -0.013 -2.397 2.196
H 2.128 0.075 1.127
H 2.111 0.121 -0.521
H -1.082 -0.514 1.896
*
```

The value obtained for the LUMO energy is 0.6 eV. The total energy is -357.87932 a.u. The calculation puts the energy above the lowest of the compared OMol25 structures with the same formula, charge and spin at 4.641 eV. For the maximum force, the calculation gives 3.3 eV Å⁻¹. The HOMO energy comes out at -7.493 eV.

These are the natural (NBO) partial charges, in e, on atoms 1 to 6: number 1, C, carries -0.68; number 2, C, carries 0.37; number 3, N, carries -0.52; number 4, H, carries 0.23; number 5, H, carries 0.24; number 6, H, carries 0.24



DFT (ωB97M-V/def2-TZVPD) results for a molecular structure, C10H30F2O10Zn2 at a distorted geometry.

Geometry as ORCA input:
```
! RIJCOSX wB97M-V def2-TZVPD def2/J DEFGRID3
* xyz 3 2
Zn 2.060 0.514 1.367
Zn 0.360 0.943 -1.142
F 0.023 0.474 0.849
F 2.368 0.722 -0.633
C 3.493 2.881 1.545
C 4.389 2.036 2.372
O 4.280 0.717 1.851
O 2.109 2.429 1.636
H 3.916 2.892 0.541
H 3.523 3.903 1.923
H 4.151 2.052 3.435
H 5.418 2.360 2.214
H 5.034 0.236 2.199
H 1.642 3.107 2.128
C -1.687 -3.161 -0.713
C -0.768 -3.987 -1.595
O 0.463 -4.240 -0.968
O -1.090 -2.371 0.336
H -2.369 -3.825 -0.181
H -2.367 -2.441 -1.168
H -0.596 -3.250 -2.379
H -1.230 -4.880 -2.017
H 0.367 -3.898 -0.076
H -1.663 -1.759 0.802
C 0.840 -1.237 -3.076
C 1.174 0.119 -3.762
O 0.776 1.301 -3.132
O 0.347 -0.935 -1.754
H 1.502 -2.090 -2.928
H 0.013 -1.695 -3.619
H 0.870 0.045 -4.806
H 2.257 0.145 -3.642
H 1.280 2.071 -3.404
H 0.380 -1.713 -1.191
C -1.965 2.279 -0.956
C -1.076 3.433 -1.210
O 0.281 3.088 -0.881
O -1.573 1.100 -1.736
H -3.014 2.567 -1.031
H -1.927 1.907 0.068
H -1.408 4.256 -0.577
H -1.082 3.788 -2.240
H 0.822 3.790 -0.512
H -2.230 0.920 -2.413
C -3.150 -2.289 3.336
C -2.202 -1.016 3.232
O -2.270 -0.429 1.976
O -4.463 -1.919 3.708
H -2.786 -3.147 3.901
H -3.194 -2.730 2.340
H -1.138 -1.173 3.406
H -2.623 -0.235 3.867
H -1.373 -0.280 1.668
H -4.893 -1.377 3.043
*
```

The value obtained for the LUMO energy (spin up / spin down) is -10.1 / -14.2 eV. The total energy is -4908.70438 a.u. For the maximum force, the calculation gives 3.9 eV Å⁻¹. The HOMO energy (spin up / spin down) comes out at -17.520 / -17.510 eV.

These are the natural (NBO) partial charges, in e, on atoms 1 to 6: number 1, Zn, carries 1.78; number 2, Zn, carries 1.76; number 3, F, carries -0.89; number 4, F, carries -0.89; number 5, C, carries -0.13; number 6, C, carries -0.12



DFT (ωB97M-V/def2-TZVPD) results for 2 unconnected molecules or ions with the total composition C6H13N3O at a distorted geometry.

Geometry as ORCA input:
```
! RIJCOSX wB97M-V def2-TZVPD def2/J DEFGRID3
* xyz 2 1
C 1.255 -0.048 0.175
C 5.544 -0.259 -0.070
C -1.759 -2.255 0.677
C -1.210 2.644 0.243
C -1.870 -1.113 -0.315
C -1.682 1.399 -0.485
N 0.103 0.046 0.244
N 4.585 -0.766 -0.694
N -1.261 0.150 0.241
O 6.389 0.206 0.497
H 4.748 -1.418 -1.467
H -0.730 -2.450 0.966
H -2.354 -2.068 1.570
H -2.145 -3.159 0.216
H -0.125 2.719 0.273
H -1.584 3.517 -0.285
H -1.599 2.687 1.259
H -2.919 -0.899 -0.528
H -1.363 -1.343 -1.253
H -1.277 1.355 -1.497
H -2.771 1.387 -0.540
H 3.600 -0.577 -0.451
H -1.576 0.243 1.224
*
```

The value obtained for the LUMO energy is -7.5 eV. The total energy is -475.19437 a.u. The calculation puts the energy above the lowest of the compared OMol25 structures with the same formula, charge and spin at 3.100 eV. For the maximum force, the calculation gives 1.9 eV Å⁻¹. The HOMO energy comes out at -19.747 eV.

These are the natural (NBO) partial charges, in e, on atoms 1 to 6: number 1, C, carries 0.36; number 2, C, carries 1.01; number 3, C, carries -0.65; number 4, C, carries -0.65; number 5, C, carries -0.21; number 6, C, carries -0.22



Q: Which of these has the lowest maximum force?
A: C6H13N3O



Q: Look up the maximum force of the second one.
A: 3.9 eV Å⁻¹



Q: What is the maximum force in the second record?
A: 3.9 eV Å⁻¹



Q: What is the maximum force in the second record?
A: 3.9 eV Å⁻¹